[1]
The following is a DFT calculation (the ωB97M-V functional and the def2-TZVPD basis) of a single C3H10O2P2 molecule at a distorted geometry.

Properties
- Energy above the lowest of the compared OMol25 structures with the same formula, charge and spin: 99.81 kJ/mol
- Charge: 0
- Energy: -953.28615 Ha
- Multiplicity: 3
- HOMO-LUMO gap (alpha / beta): 5.3 / 6.7 eV
- Expectation value of S²: 2.003
- M: 140.06 g mol⁻¹

Geometry (Å):
C (-1.306034, 1.985202, -0.070520)
C (-1.702794, -1.718180, -0.187470)
C (0.958930, -0.912607, 0.078325)
O (3.437285, 0.170149, 0.629035)
O (-1.002960, 0.670633, 0.341817)
P (2.323001, 0.347420, -0.583873)
P (-0.559551, -0.403046, -0.852416)
H (-2.078003, 2.467741, 0.597866)
H (-1.600355, 2.038989, -1.079559)
H (-0.500760, 2.582342, 0.110411)
H (-2.681366, -1.444766, -0.617743)
H (-1.766706, -1.610898, 0.853756)
H (-1.236829, -2.613402, -0.501815)
H (1.204622, -1.918930, -0.219373)
H (0.736106, -0.832244, 1.169333)
H (4.166322, -0.217010, 0.252602)
H (1.609100, 1.408611, 0.079629)

Cartesian forces (eV/Å) of the 3 atoms listed first:
C -2.34 0.03 2.18
C -1.25 1.61 -2.12
C 1.43 1.51 -1.44

Atomic partial charges in e from the natural (NBO) method, atoms 1 to 4:
1 C -0.256
2 C -0.938
3 C -1.040
4 O -0.968

[2]
The following is a DFT calculation (the ωB97M-V functional and the def2-TZVPD basis) of 2 unconnected molecules or ions with the total composition C3H10O2S at a distorted geometry.

Properties
- Energy above the lowest of the compared OMol25 structures with the same formula, charge and spin: 49.14 kJ/mol
- Charge: 0
- Energy: -668.93155 Ha
- Multiplicity: 1
- HOMO-LUMO gap: 9.8 eV
- Structure (SMILES): OCCCS.O
- M: 110.18 g mol⁻¹

Geometry (Å):
C (1.489946, 1.220539, 1.432984)
O (0.470907, 0.530253, 2.202629)
C (1.137909, 1.282059, -0.057727)
C (-0.222168, 1.944102, -0.367696)
S (-0.810579, 1.650574, -2.062669)
H (2.432359, 0.680643, 1.502873)
H (1.508748, 2.232316, 1.845271)
H (0.649897, 0.912335, 3.081728)
H (1.014563, 0.240146, -0.357482)
H (1.884889, 1.982912, -0.429390)
H (-0.964392, 1.560216, 0.331400)
H (-0.125791, 3.025448, -0.302596)
H (0.422354, 1.500157, -2.606012)
H (-1.836301, -6.984369, 0.033205)
H (-1.228498, -6.191269, 1.188528)
O (-1.100635, -6.950789, 0.654984)

Cartesian forces (eV/Å) of the 3 atoms listed first:
C -1.36 0.00 -0.26
O 0.89 0.70 0.28
C -1.41 0.46 1.27

Atomic partial charges in e from the natural (NBO) method, atoms 1 to 4:
1 C -0.063
2 O -0.727
3 C -0.441
4 C -0.517